[1]
A cluster of 2 separate species, C31H22F4O3P in total in a non-equilibrium geometry. Source: the Open Molecules 2025 dataset; level of theory: ωB97M-V/def2-TZVPD.

Last column: natural (NBO) charge in e.
Atoms and positions in Å:
F  0.56074  -1.48498  5.24217  -0.30
C  1.13531  -1.30883  4.00224  0.40
C  2.36216  -1.92621  3.76576  -0.25
C  2.92216  -1.69055  2.51430  0.39
F  4.06657  -2.37322  2.15540  -0.31
C  2.35792  -0.83019  1.58483  -0.15
C  1.17913  -0.11543  1.90169  -0.11
C  0.79850  0.98576  1.02080  0.04
C  0.34823  2.25946  1.58495  -0.01
C  0.22046  3.35985  0.69774  -0.20
C  -0.36235  4.54043  1.12820  0.40
F  -0.58954  5.53740  0.20152  -0.30
C  -0.77281  4.75169  2.44258  -0.24
C  -0.51930  3.70616  3.32465  0.40
F  -0.83691  3.89784  4.65216  -0.31
C  0.02887  2.48582  2.94048  -0.23
C  0.48148  -0.50865  3.06538  -0.22
H  2.83576  -2.57824  4.49430  0.28
H  2.84428  -0.67127  0.62571  0.25
H  1.57572  1.16796  0.28816  0.27
H  0.55237  3.27351  -0.33401  0.25
H  -1.24645  5.67705  2.75480  0.28
H  0.18083  1.72256  3.70179  0.25
H  -0.53002  -0.14053  3.24703  0.26
C  -5.04823  1.42093  -1.87727  -0.22
C  -4.77996  1.85751  -0.57633  -0.18
C  -3.45707  1.93045  -0.11014  -0.29
C  -2.44370  1.49379  -0.95626  0.37
O  -1.19393  1.21147  -0.36410  -0.84
P  -0.07023  0.35578  -1.25146  1.61
O  1.46119  1.00872  -1.54420  -0.83
C  2.44769  0.22991  -2.17313  0.36
C  3.68823  0.12712  -1.54937  -0.31
C  4.56273  -0.87065  -1.99856  -0.18
C  4.22834  -1.63949  -3.11632  -0.21
C  3.02635  -1.41830  -3.79740  -0.17
C  2.10612  -0.47969  -3.31500  -0.29
O  0.29900  -1.04493  -0.46199  -0.84
C  -0.49155  -2.19729  -0.55052  0.37
C  -0.13940  -3.27317  0.24857  -0.28
C  -0.92336  -4.43672  0.20682  -0.18
C  -2.04357  -4.49455  -0.63461  -0.22
C  -2.36512  -3.40275  -1.44388  -0.17
C  -1.57189  -2.24407  -1.43041  -0.31
C  -2.66624  1.17892  -2.29474  -0.33
C  -3.99300  1.12834  -2.74845  -0.17
H  -6.08158  1.31639  -2.21620  0.23
H  -5.59229  2.13691  0.09309  0.23
H  -3.21631  2.26303  0.89936  0.23
H  3.93541  0.77687  -0.70730  0.22
H  5.50295  -1.02649  -1.46608  0.23
H  4.91741  -2.40902  -3.46548  0.23
H  2.78681  -1.96787  -4.70810  0.23
H  1.13803  -0.30131  -3.79195  0.24
H  0.74208  -3.20643  0.88783  0.22
H  -0.64925  -5.28678  0.83005  0.23
H  -2.65526  -5.40073  -0.66396  0.23
H  -3.22948  -3.44120  -2.10791  0.23
H  -1.79661  -1.40929  -2.09186  0.24
H  -1.84026  0.92512  -2.96981  0.25
H  -4.18719  0.85209  -3.78555  0.23

energy relative to the best compared isomer or geometry (same formula, charge and spin)	0.0	kcal/mol
total charge	+1
HOMO energy	-11.28	eV
electronic energy	-2160.67934	a.u.
orbital gap	4.7	eV
F_max	5.86	eV Å⁻¹



[2]
A structure of composition C31H22N2O6PPtS2 in a non-equilibrium geometry. Source: the Open Molecules 2025 dataset; level of theory: ωB97M-V/def2-TZVPD.

Last column: natural (NBO) charge in e.
Atoms and positions in Å:
Pt  0.19947  0.83784  -0.18124  0.65
O  -1.38058  1.83882  1.33540  -0.59
N  -2.62354  1.56828  1.10909  0.05
C  -3.54390  1.95083  2.03718  0.00
C  -4.87784  1.71174  1.86689  -0.26
C  -5.29775  1.03843  0.71710  -0.21
C  -4.35562  0.63760  -0.19734  -0.23
C  -2.98871  0.90539  -0.01878  0.01
S  -1.81418  0.44402  -1.21181  -0.07
H  -3.11139  2.45686  2.88592  0.23
H  -5.57420  2.03927  2.62571  0.22
H  -6.34675  0.83242  0.54880  0.21
H  -4.63337  0.09883  -1.09460  0.23
O  4.35310  -0.19864  -1.66586  -0.65
C  3.33020  -0.74270  -1.28546  0.77
O  2.10343  -0.41478  -1.48820  -0.78
C  3.36063  -2.00401  -0.45590  -0.12
C  4.51676  -2.75816  -0.31681  -0.18
C  4.46837  -3.97960  0.33810  -0.21
C  3.26131  -4.43498  0.85726  -0.25
C  2.11460  -3.66177  0.74623  -0.15
C  2.15621  -2.42902  0.09151  -0.36
P  0.65149  -1.40194  -0.24391  1.24
C  -0.53411  -2.06333  1.00987  -0.40
C  -0.14482  -2.10028  2.34956  -0.21
C  -1.04546  -2.45190  3.34638  -0.21
C  -2.36544  -2.73880  3.02170  -0.22
C  -2.77708  -2.66000  1.69828  -0.24
C  -1.86949  -2.32311  0.70194  -0.14
C  0.06337  -2.21303  -1.79140  -0.25
C  0.02626  -1.52258  -3.00064  -0.20
C  -0.38575  -2.16317  -4.16119  -0.21
C  -0.75621  -3.50216  -4.13279  -0.22
C  -0.70266  -4.20362  -2.93692  -0.22
C  -0.29114  -3.56015  -1.77564  -0.24
H  5.43015  -2.37104  -0.75173  0.24
H  5.36291  -4.58490  0.43242  0.20
H  3.20917  -5.39942  1.34891  0.20
H  1.18989  -4.02593  1.17638  0.21
H  0.87498  -1.84304  2.61757  0.22
H  -0.71778  -2.49292  4.37815  0.21
H  -3.06949  -3.01257  3.79857  0.20
H  -3.81117  -2.85494  1.43769  0.21
H  -2.20342  -2.25614  -0.32522  0.22
H  0.34080  -0.48713  -3.02973  0.26
H  -0.41335  -1.61055  -5.09321  0.21
H  -1.07712  -3.99875  -5.04130  0.20
H  -0.97642  -5.25162  -2.90465  0.20
H  -0.24987  -4.11737  -0.84695  0.21
O  1.46903  3.08675  2.56524  -0.59
C  1.51615  3.33862  1.38316  0.65
N  1.66736  2.41481  0.35336  -0.98
S  1.85147  3.16372  -1.10471  2.29
O  3.19101  3.12455  -1.61280  -0.91
O  0.79307  2.76121  -2.00417  -0.96
C  1.51857  4.79558  -0.52301  -0.23
C  1.43458  5.98406  -1.22439  -0.22
C  1.20186  7.14029  -0.49111  -0.21
C  1.07178  7.09450  0.89986  -0.22
C  1.17542  5.89014  1.58357  -0.17
C  1.40010  4.74179  0.84763  -0.15
H  1.54509  6.00770  -2.30168  0.23
H  1.11932  8.09102  -1.00432  0.21
H  0.88768  8.01146  1.44706  0.21
H  1.08302  5.82753  2.66094  0.23

energy relative to the best compared isomer or geometry (same formula, charge and spin)	37.4	kcal/mol
total charge	-1
HOMO energy (alpha / beta)	-4.48 / -4.49	eV
electronic energy	-3012.57538	a.u.
orbital gap (alpha / beta)	6.6 / 6.6	eV
F_max	1.61	eV Å⁻¹



[3]
A structure of composition C31H23BrCeF6N3O4Sb in a non-equilibrium geometry. Source: the Open Molecules 2025 dataset; level of theory: ωB97M-V/def2-TZVPD.

Last column: Löwdin spin population.
Atoms and positions in Å:
Ce  -6.73150  -17.97917  -10.48966  1.02
C  -9.04255  -16.93220  -15.73092  0.00
C  -9.26995  -17.47415  -14.38953  0.00
C  -9.88633  -18.64638  -13.94152  0.00
C  -9.55435  -18.75661  -12.58609  0.00
N  -8.89647  -17.69111  -12.14459  0.00
N  -8.83011  -16.87791  -13.27285  0.00
C  -9.99916  -19.81898  -11.70703  0.00
H  -8.40374  -17.66994  -16.33609  0.00
H  -8.59382  -15.94507  -15.73090  0.00
H  -9.98157  -16.92174  -16.35508  0.00
H  -10.37144  -19.39955  -14.55992  0.00
H  -8.17213  -16.12619  -13.30140  0.00
H  -10.20910  -20.73286  -12.23122  0.00
H  -10.79292  -19.53325  -11.03133  0.00
H  -9.24236  -20.12147  -11.01097  0.00
F  -7.10635  -20.14002  -14.60420  0.00
C  -6.42788  -20.83300  -13.69271  0.00
F  -7.14848  -21.93792  -13.41376  0.00
F  -5.19638  -21.06175  -14.12947  0.00
C  -6.32530  -19.90255  -12.46576  0.00
O  -6.90423  -20.13635  -11.36204  0.00
O  -5.77007  -18.81587  -12.64160  0.00
F  -3.94926  -13.62489  -3.86941  0.00
C  -4.85542  -14.09404  -4.73470  0.00
C  -6.12471  -13.51595  -4.84424  0.00
C  -7.05644  -14.09376  -5.66158  0.00
C  -6.66595  -15.07157  -6.57704  0.00
C  -5.36189  -15.57108  -6.55075  0.00
C  -4.44871  -15.12120  -5.59718  0.00
Sb  -8.03670  -15.99373  -7.88602  0.00
C  -9.62150  -14.60316  -7.89437  0.00
C  -9.77117  -13.82352  -9.01601  0.00
C  -10.84644  -12.96245  -9.10076  0.00
C  -11.76392  -12.83289  -8.06122  0.00
F  -12.65742  -11.83218  -8.16286  0.00
C  -11.64654  -13.62217  -6.93098  0.00
C  -10.56660  -14.49365  -6.80380  0.00
C  -8.90806  -17.42741  -6.56048  0.00
C  -10.01078  -18.19477  -6.80350  0.00
C  -10.35264  -19.19741  -5.94698  0.00
C  -9.63724  -19.37113  -4.79640  0.00
F  -10.00612  -20.29877  -3.87627  0.00
C  -8.56444  -18.59865  -4.49300  0.00
C  -8.15364  -17.64865  -5.38895  0.00
H  -6.37485  -12.65513  -4.26068  0.00
H  -8.09272  -13.74706  -5.60942  0.00
H  -4.98493  -16.35492  -7.22221  0.00
H  -3.43561  -15.57324  -5.53355  0.00
H  -9.15661  -13.93053  -9.90848  0.00
H  -10.87595  -12.27702  -9.95030  0.00
H  -12.30443  -13.50802  -6.08800  0.00
H  -10.44668  -15.10406  -5.97031  0.00
H  -10.68138  -18.04613  -7.65600  0.00
H  -11.22352  -19.84308  -6.14458  0.00
H  -8.03881  -18.78813  -3.57914  0.00
H  -7.24135  -17.07395  -5.21267  0.00
Br  -0.16673  -13.78170  -11.38296  0.00
C  -0.94809  -15.10579  -10.33450  0.00
C  -0.10981  -15.76720  -9.49893  0.00
N  -0.53786  -16.79605  -8.82140  0.00
C  -1.81062  -17.19429  -8.97443  0.00
C  -2.77434  -16.50309  -9.72996  0.00
C  -2.31671  -15.42069  -10.42129  0.00
C  -4.15336  -17.08183  -9.91846  0.00
O  -4.59302  -18.12373  -9.29768  0.00
O  -4.93164  -16.48140  -10.76097  0.00
H  0.88831  -15.43306  -9.32838  0.00
H  -2.09553  -18.08873  -8.46302  0.00
H  -2.92534  -14.89171  -11.12269  0.00

energy relative to the best compared isomer or geometry (same formula, charge and spin)	10.4	kcal/mol
total charge	+1
HOMO energy (alpha / beta)	-11.59 / -11.59	eV
electronic energy	-5548.81009	a.u.
orbital gap (alpha / beta)	8.4 / 8.4	eV
spin multiplicity	2
F_max	3.64	eV Å⁻¹
expectation value of S²	0.75



[4]
A structure of composition C31H23BrCrN4O4 in a non-equilibrium geometry. Source: the Open Molecules 2025 dataset; level of theory: ωB97M-V/def2-TZVPD.

Last column: Löwdin spin population.
Atoms and positions in Å:
Cr  -0.21816  -0.61598  -0.58479  2.68
C  0.17299  -3.42552  1.05347  0.00
O  0.51863  -2.03181  0.90218  0.03
C  1.80300  -1.66222  1.36778  0.01
C  2.57672  -2.45475  2.18640  0.00
C  3.81469  -1.97788  2.60344  0.02
C  4.24055  -0.72238  2.19947  0.00
C  3.45355  0.05819  1.36217  0.02
C  2.22829  -0.41731  0.91817  0.00
N  1.35561  0.23693  0.05063  0.09
N  1.82284  1.43303  -0.54638  0.01
C  0.86254  2.49535  -0.49801  -0.01
C  -0.47695  2.25158  -0.68281  0.01
O  -0.96963  0.98558  -0.80668  0.02
C  -1.40333  3.31618  -0.73074  0.00
C  -0.97452  4.60152  -0.64024  0.00
C  0.39945  4.89793  -0.45083  0.00
C  0.86596  6.23248  -0.37017  0.00
C  2.18317  6.49973  -0.13590  0.00
C  3.09214  5.43608  0.06779  0.00
C  2.67541  4.13842  -0.02469  0.00
C  1.32428  3.83175  -0.32786  0.00
H  0.08872  -3.67489  2.10702  0.00
H  0.92626  -4.05319  0.57968  0.00
H  -0.78505  -3.57427  0.56936  0.00
H  2.23778  -3.42727  2.51972  0.00
H  4.43219  -2.59181  3.24624  0.00
H  5.19907  -0.34369  2.53378  0.00
H  3.77220  1.04244  1.04520  0.00
H  -2.45368  3.07177  -0.84938  0.00
H  -1.68571  5.41897  -0.69561  0.00
H  0.15370  7.04151  -0.49133  0.00
H  2.53321  7.52492  -0.08956  0.00
H  4.12731  5.65284  0.30367  0.00
H  3.37228  3.32628  0.15052  0.00
O  -5.46085  -3.73930  -1.97619  0.00
C  -4.39264  -3.03072  -1.62843  0.00
C  -3.95892  -2.86711  -0.31325  0.00
C  -2.82155  -2.13805  -0.09386  0.01
N  -2.09043  -1.56635  -1.07175  0.01
C  -2.56587  -1.68561  -2.32066  0.01
Br  -1.66057  -0.77385  -3.69763  0.01
C  -3.68523  -2.40551  -2.65027  0.00
H  -5.90389  -4.12095  -1.21024  0.00
H  -4.50243  -3.28831  0.52289  0.00
H  -2.47025  -1.97668  0.91900  0.00
H  -4.02561  -2.48021  -3.67378  0.00
C  2.44923  1.23433  -1.88917  0.01
C  3.80576  1.86474  -2.09815  0.00
C  4.95951  1.23675  -1.63826  0.00
C  6.20227  1.82206  -1.81557  0.00
C  6.29989  3.04826  -2.47171  0.00
C  5.15601  3.66919  -2.96095  0.00
C  3.91913  3.07490  -2.77284  0.00
C  7.59642  3.66336  -2.65314  0.00
N  8.62951  4.14873  -2.79679  0.00
H  2.55109  0.16061  -2.02598  0.00
H  1.76175  1.61858  -2.64985  0.00
H  4.88908  0.27485  -1.13852  0.00
H  7.09897  1.33167  -1.45677  0.00
H  5.24053  4.61347  -3.48525  0.00
H  3.02743  3.56473  -3.15093  0.00
O  1.30611  -2.48586  -2.43553  0.03
C  0.73071  -1.77414  -1.81155  0.03

energy relative to the best compared isomer or geometry (same formula, charge and spin)	0.0	kcal/mol
total charge	+1
HOMO energy (alpha / beta)	-10.08 / -10.12	eV
electronic energy	-5333.36266	a.u.
orbital gap (alpha / beta)	6.4 / 6.0	eV
spin multiplicity	4
F_max	2.06	eV Å⁻¹
expectation value of S²	3.80



> Number 3 is which compound?

C31H23BrCeF6N3O4Sb